<one>
Below is a 2-piece molecular cluster, C3H8O overall, with properties calculated with wB97M-V/def2-TZVPD.

Structure (XYZ):
```
12
C3H8O (wB97M-V/def2-TZVPD)
C -0.5212 -0.2560 -4.7412
H -0.3335 -0.5116 -3.6961
H -1.1036 0.7236 -4.7073
H -0.9936 -1.1142 -5.2549
H 0.4695 -0.0708 -5.2977
C 0.4827 -0.2462 2.6135
C -0.2294 0.1309 3.7237
O 0.3426 1.0027 4.5837
H 0.6238 -1.2137 2.2708
H 1.1643 0.5785 2.1984
H -1.2091 -0.1432 4.0411
H 1.3076 1.1198 4.2659
```

The total charge is 0. For the HOMO energy, the calculation gives -8.562 eV.

Here are the Löwdin charges for atoms 1 to 2, given in e: -0.079 -0.001

<two>
Below is a 2-piece molecular cluster, C3H8O overall, with properties calculated with wB97M-V/def2-TZVPD.

Structure (XYZ):
```
12
C3H8O (wB97M-V/def2-TZVPD)
C 0.7038 -0.5697 -0.9491
C -0.7871 -0.6244 -0.6729
C -1.5111 0.4900 -0.5808
H 0.9446 -0.6522 -2.0127
H 1.1534 0.3838 -0.6766
H 1.1805 -1.3767 -0.3950
H -1.0372 -1.5431 -0.1487
H -2.5860 0.4359 -0.4648
H -1.0236 1.4436 -0.7380
H 0.2169 0.3809 1.7683
H 1.6837 -0.0853 1.6934
O 1.1221 0.6823 1.8033
```

The total charge is 0. For the HOMO energy, the calculation gives -9.739 eV.

Here are the Löwdin charges for atoms 1 to 2, given in e: -0.139 -0.239

<three>
Below is C3H8O as an isolated structure, with properties calculated with wB97M-V/def2-TZVPD.

Structure (XYZ):
```
12
C3H8O (wB97M-V/def2-TZVPD)
C -0.0784 -0.8855 -1.6040
C -0.0290 -0.6918 -0.1275
O -0.7247 0.2829 0.3694
C -0.7593 0.6343 1.6376
H -0.2611 0.0711 -2.1020
H 0.8750 -1.2843 -1.9656
H -0.8667 -1.5874 -1.9135
H 1.5796 0.3587 0.7978
H 0.2898 -1.4769 0.5549
H 1.2635 0.7849 1.3712
H -1.4252 1.4626 1.8347
H -0.5647 -0.1325 2.3818
```

The total charge is 0. For the HOMO energy (alpha / beta), the calculation gives -7.241 / -7.362 eV.

Here are the Löwdin charges for atoms 1 to 2, given in e: -0.072 -0.270

Stability ranking, top and bottom: <two> is the most stable and <three> is the least stable.

<one>
Below is C44H43BFIrN10O5P as an isolated structure, with properties calculated with wB97M-V/def2-TZVPD.

Structure (XYZ):
```
106
C44H43BFIrN10O5P (wB97M-V/def2-TZVPD)
Ir -0.0809 0.0562 -0.0378
N -3.2032 0.4130 1.6198
C -3.4461 0.1726 0.3425
N -4.7172 0.1294 -0.0472
C -4.9609 -0.0677 -1.3361
N -6.2145 -0.1417 -1.7690
N -3.9823 -0.1876 -2.2545
C -2.7532 -0.1174 -1.7996
N -2.4075 0.0112 -0.5190
C -1.6928 -0.1392 -2.8141
C -2.0580 -0.0729 -4.1552
C -1.0729 -0.0445 -5.1229
C 0.2506 -0.0957 -4.7124
C 0.5293 -0.1676 -3.3541
N -0.4188 -0.1866 -2.4270
H -3.9866 0.5014 2.2434
H -2.2590 0.3161 1.9733
H -6.9808 -0.0365 -1.1281
H -6.3822 -0.2811 -2.7499
H -3.1068 -0.0353 -4.3932
H -1.3293 0.0269 -6.1695
H 1.0540 -0.0703 -5.4310
H 1.5493 -0.2109 -2.9957
C 4.2982 6.2995 1.9883
C 3.2807 5.8089 3.0129
N 2.8225 4.4650 2.6997
C 1.8081 4.3590 1.8211
C 1.2590 3.1868 1.4038
C 0.1212 3.2832 0.3656
O -0.4817 4.3406 0.3526
O -0.0529 2.2974 -0.3938
C 1.7007 1.9484 1.9628
O 1.1957 0.8313 1.7829
C 2.8606 2.0752 2.8418
C 3.4449 0.9097 3.3325
C 4.5213 0.9640 4.1730
F 5.0166 -0.2187 4.6036
C 5.0994 2.1878 4.5608
C 4.5335 3.3436 4.0305
C 3.4111 3.3230 3.1909
N 6.2301 2.2725 5.3825
C 6.9048 1.0493 5.8005
C 8.1911 1.4063 6.5542
N 8.6710 2.7098 6.0356
C 7.7579 3.8019 6.4756
C 6.3100 3.2828 6.4163
H 4.5923 7.3187 2.2190
H 3.8696 6.2862 0.9891
H 5.1849 5.6719 1.9903
H 2.4098 6.4665 2.9995
H 3.6943 5.8300 4.0215
H 1.3917 5.2810 1.4376
H 3.0245 -0.0431 3.0545
H 4.9967 4.2877 4.2597
H 7.1541 0.4746 4.9077
H 6.2805 0.4194 6.4468
H 8.9435 0.6300 6.4015
H 8.0106 1.5108 7.6251
H 8.6547 2.6592 5.0084
H 9.6327 2.9031 6.3320
H 7.8990 4.6594 5.8181
H 8.0152 4.0991 7.4931
H 5.6298 4.1055 6.2145
H 6.0165 2.8615 7.3861
O -0.1309 -0.5085 3.8839
C -0.3699 -1.2725 2.9747
O -0.8789 -0.9952 1.8254
C -0.1419 -2.7644 3.1034
C -0.2024 -3.4163 4.3259
C -0.0811 -4.7952 4.3658
C 0.1452 -5.5077 3.1973
C 0.2416 -4.8551 1.9806
C 0.0678 -3.4762 1.9261
P 0.1286 -2.6426 0.3063
C -1.2438 -3.3234 -0.6488
C -2.3664 -3.8905 -0.0538
C -3.3723 -4.4128 -0.8477
C -3.2708 -4.3717 -2.2293
C -2.1619 -3.7884 -2.8243
C -1.1585 -3.2554 -2.0410
C 1.6372 -3.3674 -0.4247
C 1.6474 -4.4012 -1.3546
C 2.8546 -4.8490 -1.8594
C 4.0453 -4.2543 -1.4745
C 4.0386 -3.2433 -0.5259
C 2.8405 -2.8161 0.0131
H -0.3621 -2.8391 5.2227
H -0.1679 -5.3136 5.3078
H 0.2331 -6.5826 3.2317
H 0.4271 -5.4100 1.0713
H -2.4433 -3.9348 1.0225
H -4.2400 -4.8588 -0.3877
H -4.0499 -4.7984 -2.8419
H -2.0818 -3.7521 -3.8995
H -0.2931 -2.7980 -2.4991
H 0.7286 -4.8702 -1.6735
H 2.8628 -5.6706 -2.5575
H 4.9802 -4.5823 -1.9028
H 4.9652 -2.7851 -0.2154
H 2.8169 -2.0413 0.7679
B 4.6080 0.5892 -0.1584
C 3.1301 0.3144 -0.4662
N 2.0144 0.1065 -0.7035
H 4.9077 0.0264 0.8510
H 5.2812 0.2070 -1.0760
H 4.7727 1.7774 -0.0956
```

The total charge is +2. For the HOMO energy (alpha / beta), the calculation gives -12.414 / -12.387 eV. As for the spin multiplicity: 2. As for the expectation value of S²: 0.765.

Here are the Löwdin charges for atoms 1 to 2, given in e: 1.489 0.214

<two>
Below is C44H43BFIrN10O5P as an isolated structure, with properties calculated with wB97M-V/def2-TZVPD.

Structure (XYZ):
```
106
C44H43BFIrN10O5P (wB97M-V/def2-TZVPD)
Ir -0.7325 0.5388 1.9995
N -3.0879 -0.4102 4.2097
C -2.1292 0.2867 4.7949
N -2.1556 0.3887 6.1192
C -1.1984 1.1017 6.6944
N -1.1903 1.2128 8.0192
N -0.2018 1.7319 6.0185
C -0.2296 1.5577 4.7305
N -1.1446 0.8564 4.0251
C 0.8450 2.1555 3.9217
C 1.7871 3.0134 4.4548
C 2.7213 3.5805 3.6075
C 2.6617 3.2804 2.2577
C 1.6958 2.4065 1.8035
N 0.8155 1.8287 2.6231
H -3.8146 -0.7722 4.8034
H -3.1453 -0.4370 3.1952
H -1.9176 0.7778 8.5596
H -0.4863 1.7718 8.4677
H 1.7515 3.2278 5.5121
H 3.4675 4.2626 3.9901
H 3.3501 3.7200 1.5515
H 1.5988 2.1812 0.7533
C 4.0292 2.1060 -3.8049
C 3.6131 0.6553 -3.6245
N 2.4898 0.5099 -2.6837
C 2.7631 0.2504 -1.3992
C 1.8210 0.0900 -0.4125
C 2.3384 -0.1998 0.9843
O 3.5334 -0.0938 1.1908
O 1.4842 -0.5569 1.8903
C 0.4605 0.1972 -0.7685
O -0.5165 0.0123 0.0118
C 0.1533 0.5060 -2.1448
C -1.1822 0.6697 -2.5335
C -1.4772 0.9912 -3.8232
F -2.7738 1.1191 -4.1585
C -0.4801 1.1865 -4.8037
C 0.8396 1.0313 -4.4046
C 1.1710 0.6748 -3.0907
N -0.7602 1.5801 -6.1302
C -2.1244 1.9353 -6.5338
C -2.0980 2.4430 -7.9796
N -0.7495 3.0432 -8.2376
C 0.2962 1.9596 -8.2830
C -0.0541 0.9149 -7.2176
H 4.8542 2.1690 -4.5133
H 4.3657 2.5284 -2.8586
H 3.2075 2.7206 -4.1729
H 4.4340 0.0650 -3.2224
H 3.3277 0.1880 -4.5662
H 3.8077 0.1541 -1.1294
H -1.9796 0.5245 -1.8112
H 1.6258 1.2339 -5.1151
H -2.4916 2.7228 -5.8782
H -2.8264 1.1000 -6.4802
H -2.8615 3.1988 -8.1469
H -2.2269 1.6504 -8.7143
H -0.5281 3.6756 -7.4655
H -0.7402 3.5901 -9.0990
H 1.2581 2.4351 -8.1022
H 0.2897 1.5369 -9.2861
H 0.8638 0.4547 -6.8664
H -0.6653 0.1116 -7.6449
O -3.2609 -0.7520 -0.4236
C -2.9958 -0.9907 0.7248
O -2.6135 -0.0975 1.6314
C -3.1207 -2.3402 1.3642
C -4.3300 -3.0137 1.2658
C -4.5067 -4.2200 1.9242
C -3.4646 -4.7540 2.6667
C -2.2502 -4.0885 2.7532
C -2.0589 -2.8682 2.1111
P -0.4274 -2.0154 2.1349
C 0.4097 -2.7769 0.7084
C -0.3366 -3.1617 -0.4050
C 0.2886 -3.7493 -1.4957
C 1.6589 -3.9599 -1.4803
C 2.4075 -3.5751 -0.3753
C 1.7910 -2.9802 0.7121
C 0.4296 -2.6398 3.6027
C 0.8551 -3.9689 3.6553
C 1.4503 -4.4669 4.8025
C 1.6477 -3.6406 5.9010
C 1.2660 -2.3091 5.8404
C 0.6633 -1.8138 4.6955
H -5.1268 -2.5768 0.6784
H -5.4537 -4.7385 1.8623
H -3.5921 -5.6960 3.1826
H -1.4578 -4.5315 3.3387
H -1.4063 -3.0045 -0.4296
H -0.3019 -4.0604 -2.3471
H 2.1434 -4.4375 -2.3218
H 3.4761 -3.7441 -0.3547
H 2.3821 -2.6866 1.5690
H 0.7418 -4.6156 2.7943
H 1.7677 -5.5002 4.8355
H 2.1147 -4.0320 6.7946
H 1.4498 -1.6500 6.6782
H 0.4057 -0.7652 4.6370
B -1.0107 5.0213 1.2651
C -1.2463 3.4845 1.2441
N -1.3341 2.3287 1.2862
H -0.5555 5.2045 2.3768
H -0.1898 5.2513 0.4053
H -2.0601 5.5844 1.1087
```

The total charge is +2. For the HOMO energy (alpha / beta), the calculation gives -12.874 / -13.020 eV. As for the spin multiplicity: 2. As for the expectation value of S²: 0.757.

Here are the Löwdin charges for atoms 1 to 2, given in e: 1.515 0.226

Stability ranking, top and bottom: <two> is the most stable and <one> is the least stable.